Computed, not measured: C6H18AgKN6O7 as an isolated structure, with ωB97M-V/def2-TZVPD.

Computed properties:
- Strongest force on any atom: 7.6 eV/Å
- Multiplicity: 2
- LUMO (alpha / beta): -6.9846 / -6.9528 eV
- Orbital gap (alpha / beta): 3.72 / 3.76 eV
- <S²>: 0.78
- Total charge: +1

Each line ends with the natural charge from an NBO analysis.
Atoms and positions in Å:
Ag: 3.336 -0.631 5.646  0.9630
K: 3.552 -5.147 1.444  0.9976
C: 1.976 0.186 1.660  0.8896
O: 2.363 1.003 2.580  -0.5396
O: 1.946 0.375 0.456  -0.6707
O: 1.875 -0.923 2.160  -0.6410
C: -2.774 3.531 2.096  -0.6377
C: -2.377 3.369 3.641  -0.0485
O: -1.082 3.882 3.825  -0.7322
H: -1.959 3.263 1.424  0.2021
H: -3.005 4.560 1.817  0.2117
H: -3.682 2.949 1.937  0.2021
H: -2.378 2.291 3.803  0.1451
H: -3.092 3.904 4.266  0.1862
H: -0.388 3.345 3.435  0.4713
C: -3.068 -3.590 2.753  0.7248
O: -4.213 -3.973 3.004  -0.6749
N: -2.786 -2.757 1.866  -0.7915
N: -2.024 -4.035 3.357  -0.8189
H: -3.537 -2.302 1.367  0.4238
H: -1.882 -2.341 2.038  0.3691
H: -1.167 -3.545 3.144  0.3563
H: -2.113 -4.588 4.197  0.4117
C: 2.112 -3.191 -3.957  0.7513
O: 2.331 -4.117 -4.647  -0.6370
N: 1.118 -2.261 -4.089  -0.8533
N: 2.799 -2.810 -2.965  -0.8316
H: 1.086 -1.615 -3.313  0.3719
H: 0.415 -2.444 -4.791  0.4159
H: 3.700 -3.252 -2.850  0.3965
H: 2.421 -2.041 -2.431  0.3867
C: 1.196 3.016 -4.587  0.7378
O: 1.054 3.616 -5.632  -0.6738
N: 0.293 2.922 -3.675  -0.8197
N: 2.364 2.579 -4.211  -0.8299
H: 0.598 2.522 -2.799  0.3774
H: -0.526 3.507 -3.750  0.4165
H: 3.142 2.748 -4.834  0.4183
H: 2.375 1.994 -3.388  0.3738

=====

Computed, not measured: a 3-piece molecular cluster, C18H32BNO9 overall, with ωB97M-V/def2-TZVPD.

Computed properties:
- Strongest force on any atom: 5.5 eV/Å
- LUMO: 0.4280 eV
- Orbital gap: 9.71 eV
- Total charge: 0
- SMILES: CCB(O)OC(=O)OCCCCN(C)C(C)=O.O=C1CCCO1.O=C1CCCO1

Each line ends with the natural charge from an NBO analysis.
Atoms and positions in Å:
C: -0.734 4.714 1.224  -0.5879
C: -1.806 4.452 2.332  -0.7750
B: -3.051 3.788 1.608  1.1636
O: -4.254 4.417 1.571  -0.9011
O: -2.917 2.526 1.010  -0.7259
C: -3.549 2.370 -0.183  0.9933
O: -4.567 1.855 -0.243  -0.5358
O: -2.955 2.806 -1.292  -0.5133
C: -1.635 2.290 -1.514  -0.0645
C: -1.426 0.826 -1.161  -0.4462
C: 0.028 0.490 -1.562  -0.4100
C: 0.320 -1.018 -1.673  -0.2134
N: 1.012 -1.624 -0.529  -0.4965
C: 2.331 -1.040 -0.311  -0.4306
C: 0.230 -1.703 0.660  0.7227
C: 0.207 -0.615 1.720  -0.7420
O: -0.384 -2.678 0.854  -0.5383
H: -0.749 3.860 0.559  0.1935
H: -1.003 5.624 0.704  0.2110
H: 0.256 4.753 1.660  0.2114
H: -2.087 5.390 2.796  0.2172
H: -1.392 3.749 3.050  0.2321
H: -4.507 4.755 2.434  0.5090
H: -1.466 2.382 -2.579  0.1961
H: -0.851 2.875 -1.034  0.1749
H: -1.507 0.616 -0.098  0.2124
H: -2.099 0.183 -1.722  0.2124
H: 0.194 0.957 -2.531  0.2052
H: 0.673 0.973 -0.839  0.2033
H: -0.558 -1.608 -1.910  0.2106
H: 0.993 -1.135 -2.517  0.2052
H: 2.850 -0.864 -1.242  0.2266
H: 2.342 -0.129 0.291  0.1778
H: 2.927 -1.785 0.211  0.1979
H: -0.810 -0.536 2.076  0.2498
H: 0.548 0.344 1.351  0.2088
H: 0.819 -0.933 2.557  0.2482
O: -3.937 -2.861 3.714  -0.5701
C: -4.196 -2.674 2.561  0.7896
C: -3.525 -3.316 1.362  -0.5434
C: -3.986 -2.422 0.217  -0.4248
C: -5.333 -1.928 0.721  -0.0747
O: -5.196 -1.857 2.151  -0.4900
H: -3.897 -4.336 1.255  0.2308
H: -2.446 -3.316 1.472  0.2735
H: -4.048 -2.930 -0.745  0.2187
H: -3.298 -1.580 0.108  0.2032
H: -6.144 -2.622 0.484  0.1729
H: -5.587 -0.947 0.338  0.2100
O: 6.386 0.833 -2.161  -0.5548
C: 6.412 -0.334 -1.913  0.7895
C: 7.601 -1.137 -1.422  -0.5287
C: 7.151 -2.574 -1.668  -0.4291
C: 5.640 -2.460 -1.537  -0.0723
O: 5.317 -1.137 -2.004  -0.5000
H: 7.749 -0.931 -0.361  0.2374
H: 8.496 -0.883 -1.983  0.2450
H: 7.587 -3.299 -0.984  0.2242
H: 7.412 -2.871 -2.685  0.2117
H: 5.305 -2.552 -0.502  0.1776
H: 5.113 -3.192 -2.144  0.2013

=====

Computed, not measured: C17H31F5P2Pd as an isolated structure, with ωB97M-V/def2-TZVPD.

Computed properties:
- Strongest force on any atom: 2.5 eV/Å
- Multiplicity: 3
- LUMO (alpha / beta): -0.2266 / -0.2887 eV
- Orbital gap (alpha / beta): 4.31 / 6.16 eV
- <S²>: 2.01
- Total charge: 0

Each line ends with the natural charge from an NBO analysis.
Atoms and positions in Å:
P: -1.531 -4.543 -2.627  1.5302
P: -2.570 -3.887 0.966  1.2676
C: -1.617 -5.525 -1.101  -0.7480
C: -2.812 -5.290 -0.186  -0.7652
H: -0.654 -5.383 -0.584  0.2668
H: -1.656 -6.571 -1.452  0.2593
H: -3.734 -5.129 -0.765  0.2356
H: -2.989 -6.185 0.430  0.2389
C: -1.019 -4.109 1.873  -1.0394
H: -0.790 -3.189 2.438  0.2911
H: -0.157 -4.403 1.230  0.2046
H: -1.137 -4.914 2.609  0.2234
C: -3.785 -4.374 2.256  -0.9489
H: -3.628 -5.425 2.548  0.2226
H: -4.820 -4.261 1.914  0.2372
H: -3.635 -3.749 3.144  0.2515
C: 0.012 -5.063 -3.432  -0.9740
H: 0.437 -4.272 -4.063  0.2719
H: -0.191 -5.934 -4.071  0.2540
H: 0.753 -5.359 -2.677  0.2733
C: -2.785 -5.289 -3.750  -0.9626
H: -3.769 -5.391 -3.273  0.2547
H: -2.440 -6.294 -4.049  0.2431
H: -2.908 -4.701 -4.670  0.2556
Pd: 1.333 -2.811 0.952  0.1654
C: -3.573 -2.570 -0.076  -0.5331
C: -2.688 -1.656 -0.940  -0.2525
C: -1.190 -2.035 -0.779  -0.4182
C: -0.635 -2.053 -2.197  -0.4610
C: -1.816 -2.677 -2.963  -0.4320
C: -3.043 -1.848 -2.394  -0.2198
C: -4.519 -2.309 -2.395  -0.4253
C: -4.807 -2.885 -0.983  -0.4216
C: 1.935 -1.400 -0.364  -0.9829
H: -3.856 -1.949 0.816  0.2274
H: -2.804 -0.598 -0.624  0.2221
H: -1.125 -3.117 -0.467  0.1630
H: -0.600 -1.486 -0.008  0.2999
H: -0.389 -1.034 -2.454  0.2385
H: 0.290 -2.611 -2.250  0.2277
H: -1.780 -2.658 -4.068  0.2465
H: -3.010 -0.847 -2.878  0.2355
H: -4.836 -2.937 -3.240  0.2054
H: -5.154 -1.413 -2.538  0.2214
H: -5.665 -2.367 -0.518  0.2208
H: -5.067 -3.944 -1.053  0.1801
H: 1.360 -0.467 -0.399  0.1783
H: 1.983 -1.808 -1.411  0.1554
H: 2.958 -1.139 -0.056  0.2030
F: 2.909 -1.356 2.893  -0.3695
C: 1.569 -1.377 2.590  0.2782
F: 0.886 -1.978 3.640  -0.3904
C: 1.083 0.105 2.555  0.8958
F: 1.889 0.881 1.796  -0.3221
F: -0.198 0.179 2.103  -0.3399
F: 1.086 0.643 3.805  -0.3395

=====

Computed, not measured: a 2-piece molecular cluster, C35H46N3O3 overall, with ωB97M-V/def2-TZVPD.

Computed properties:
- Strongest force on any atom: 4.1 eV/Å
- LUMO: -4.2763 eV
- Orbital gap: 5.87 eV
- Total charge: +1

Each line ends with the Mulliken charge.
Atoms and positions in Å:
C: 3.523 1.728 3.479  -0.5527
O: 2.717 0.647 3.977  -0.3486
C: 1.863 0.088 3.105  -0.0961
O: 1.793 0.412 1.931  -0.5569
C: 1.044 -0.993 3.785  0.6985
C: 1.844 -2.319 3.832  -0.5955
C: 0.930 -3.387 3.253  -0.6823
C: -0.437 -2.731 3.062  -0.7757
N: -0.201 -1.280 3.097  0.5226
C: -1.295 -0.410 3.200  0.5197
C: -1.320 0.869 2.646  -0.4593
C: -2.563 1.727 2.804  -1.2379
C: -3.799 1.119 3.474  -1.0351
C: -3.460 0.088 4.532  -1.0092
C: -2.500 -0.965 3.966  -0.8233
H: 4.110 2.034 4.345  0.2638
H: 4.177 1.392 2.669  0.2951
H: 2.891 2.552 3.131  0.1559
H: 0.850 -0.628 4.813  0.2536
H: 2.777 -2.235 3.260  0.3131
H: 2.093 -2.502 4.882  0.3782
H: 1.299 -3.724 2.280  0.2992
H: 0.858 -4.253 3.917  0.3020
H: -0.932 -3.032 2.129  0.3131
H: -1.090 -3.046 3.892  0.3874
H: -0.345 1.354 2.506  0.7663
H: -2.278 2.637 3.357  0.4131
H: -2.968 2.071 1.836  0.3195
H: -4.394 1.928 3.911  0.4161
H: -4.426 0.665 2.695  0.2328
H: -3.048 0.589 5.420  0.3841
H: -4.364 -0.415 4.883  0.4273
H: -3.042 -1.655 3.290  0.2820
H: -2.147 -1.580 4.806  0.4426
C: 2.699 7.335 -2.381  -0.9325
N: 1.895 6.865 -1.274  0.2980
C: 1.845 7.518 -0.073  0.0780
O: 2.498 8.511 0.225  -0.6887
C: 0.855 6.754 0.810  -0.0647
C: -0.508 7.443 0.914  -0.4971
C: -0.414 8.840 1.484  0.3660
C: -0.884 9.933 0.750  -0.3605
C: -0.682 11.229 1.224  -0.6212
C: -0.075 11.432 2.471  -0.4169
C: 0.346 10.332 3.234  -0.7393
C: 0.158 9.034 2.747  -0.1537
N: 0.777 5.476 0.102  0.6731
C: 0.109 4.435 0.631  -0.6911
C: -0.061 3.217 -0.014  -1.3547
C: -0.754 2.125 0.535  -0.9037
C: -0.964 0.934 -0.258  1.2853
C: -2.211 0.255 -0.323  -0.0164
C: -2.417 -0.761 -1.245  -1.0034
C: -1.456 -1.003 -2.242  1.0625
C: -1.726 -1.975 -3.347  -1.4684
C: -0.220 -0.331 -2.204  -0.9815
C: 0.052 0.562 -1.176  -0.5212
C: 1.274 5.550 -1.282  0.0123
C: 0.124 5.541 -2.300  -1.4060
C: 2.331 4.474 -1.581  -1.3039
H: 2.981 8.379 -2.219  0.3633
H: 3.617 6.735 -2.487  0.3085
H: 2.122 7.262 -3.313  0.3138
H: 1.293 6.617 1.816  0.5501
H: -0.975 7.461 -0.086  0.2591
H: -1.127 6.808 1.567  0.4627
H: -1.375 9.746 -0.208  0.3232
H: -0.996 12.079 0.615  0.3735
H: 0.071 12.445 2.847  0.3749
H: 0.829 10.482 4.202  0.3695
H: 0.472 8.165 3.335  0.3440
H: -0.329 4.604 1.618  0.6275
H: 0.208 3.186 -1.072  1.4141
H: -1.473 2.501 1.251  0.1313
H: -3.028 0.569 0.339  0.3038
H: -3.372 -1.314 -1.237  0.3969
H: -1.108 -1.734 -4.216  0.3790
H: -1.480 -3.000 -3.042  0.2842
H: -2.779 -1.961 -3.644  0.3955
H: 0.507 -0.474 -3.014  0.3398
H: 1.033 1.030 -1.086  0.5030
H: -0.420 6.496 -2.250  0.3862
H: 0.538 5.435 -3.310  0.5184
H: -0.576 4.719 -2.122  0.2712
H: 3.269 4.740 -1.074  0.4370
H: 2.019 3.485 -1.242  0.2909
H: 2.512 4.429 -2.661  0.4147